This record from OMol25 describes a gas-phase ion, C3H5O2S (charge -1). The level of theory is ωB97M-V/def2-TZVPD.

Output
Charge: -1
Energy above the lowest of the compared OMol25 structures with the same formula, charge and spin: 4.4 kcal/mol
E_tot: -666.0388 hartree
SMILES string: O=C([O-])CCS
Frontier orbital gap: 7.334 eV
E_LUMO: 3.281 eV

Last column: natural (NBO) charge in e.
CARTESIAN COORDINATES (ANGSTROEM)
O (0.362, 0.788, 1.885)  -0.80
C (0.920, 1.105, 0.814)  0.77
O (1.998, 1.711, 0.637)  -0.78
C (0.160, 0.687, -0.501)  -0.55
C (0.078, -0.839, -0.545)  -0.47
S (-1.579, -1.514, -1.002)  -0.13
H (0.776, 1.052, -1.317)  0.21
H (-0.818, 1.149, -0.422)  0.21
H (0.309, -1.275, 0.421)  0.23
H (0.695, -1.240, -1.347)  0.20
H (-2.274, -1.108, 0.067)  0.12



This record from OMol25 describes a single C10H11Cl2N molecule. The level of theory is ωB97M-V/def2-TZVPD.

Output
Energy above the lowest of the compared OMol25 structures with the same formula, charge and spin: 36.2 kcal/mol
E_tot: -1362.6877 hartree
SMILES string: C/N=C(/c1ccccc1)C(C)(Cl)Cl
Frontier orbital gap: 9.703 eV
E_LUMO: 0.794 eV

Last column: natural (NBO) charge in e.
CARTESIAN COORDINATES (ANGSTROEM)
C (-2.277, -1.525, 1.514)  -0.43
N (-1.615, -1.149, 0.239)  -0.40
C (-0.596, -0.533, 0.216)  0.39
C (0.118, -0.098, -0.963)  -0.14
C (1.384, -0.634, -1.137)  -0.16
C (2.133, -0.230, -2.297)  -0.20
C (1.599, 0.758, -3.074)  -0.21
C (0.286, 1.240, -2.877)  -0.19
C (-0.442, 0.847, -1.787)  -0.19
C (0.486, 0.163, 1.605)  -0.13
C (-0.327, 0.866, 2.675)  -0.67
Cl (1.277, -1.156, 2.508)  -0.05
Cl (1.766, 1.141, 0.840)  0.01
H (-1.602, -1.489, 2.294)  0.19
H (-2.723, -2.543, 1.294)  0.22
H (-3.109, -0.851, 1.771)  0.21
H (1.626, -1.260, -0.284)  0.23
H (3.030, -0.757, -2.362)  0.22
H (2.155, 0.957, -3.892)  0.21
H (-0.192, 1.896, -3.595)  0.21
H (-1.358, 1.382, -1.674)  0.22
H (-0.794, 1.756, 2.285)  0.23
H (0.249, 1.059, 3.587)  0.23
H (-1.076, 0.160, 3.115)  0.23



This record from OMol25 describes a single C4H7NO2 molecule. The level of theory is ωB97M-V/def2-TZVPD.

Output
Energy above the lowest of the compared OMol25 structures with the same formula, charge and spin: 8.4 kcal/mol
E_tot: -361.8675 hartree
SMILES string: CCC(=O)NC=O
Frontier orbital gap: 11.134 eV
E_LUMO: 0.708 eV

Last column: natural (NBO) charge in e.
CARTESIAN COORDINATES (ANGSTROEM)
C (-2.031, -0.785, -1.651)  -0.62
C (-0.656, -0.313, -1.164)  -0.52
C (-0.524, -0.296, 0.343)  0.70
O (-1.359, -0.714, 1.105)  -0.56
N (0.650, 0.261, 0.870)  -0.66
C (1.688, 0.850, 0.178)  0.53
O (2.710, 1.173, 0.734)  -0.56
H (-1.985, -1.618, -2.343)  0.22
H (-2.652, -1.005, -0.784)  0.24
H (-2.539, 0.049, -2.102)  0.21
H (0.190, -0.769, -1.661)  0.24
H (-0.558, 0.754, -1.404)  0.22
H (0.895, 0.005, 1.820)  0.42
H (1.556, 1.027, -0.885)  0.13



This record from OMol25 describes a single C12H16O5S2 molecule. The level of theory is ωB97M-V/def2-TZVPD.

Output
Energy above the lowest of the compared OMol25 structures with the same formula, charge and spin: 33.3 kcal/mol
E_tot: -1639.3391 hartree
SMILES string: COC(=O)[C@H](S)CCS(=O)(=O)c1ccc(OC)cc1
Frontier orbital gap: 9.564 eV
E_LUMO: 0.468 eV

Last column: natural (NBO) charge in e.
CARTESIAN COORDINATES (ANGSTROEM)
C (-3.026, 3.764, -2.934)  -0.25
O (-1.666, 3.332, -2.891)  -0.57
C (-1.103, 2.630, -1.808)  0.80
O (-1.542, 2.699, -0.718)  -0.55
C (0.056, 1.794, -2.171)  -0.47
S (0.490, 2.014, -3.920)  -0.08
C (-0.101, 0.270, -1.803)  -0.41
C (1.080, -0.662, -2.202)  -0.66
S (2.260, -0.742, -0.812)  2.12
O (2.786, 0.584, -0.628)  -0.94
O (3.261, -1.813, -1.124)  -0.93
C (1.253, -1.260, 0.637)  -0.32
C (1.237, -0.388, 1.753)  -0.16
C (0.446, -0.750, 2.860)  -0.26
C (0.018, -2.119, 2.983)  0.33
O (-0.747, -2.451, 4.031)  -0.51
C (-0.138, -2.350, 5.286)  -0.25
C (0.134, -2.973, 1.869)  -0.26
C (0.752, -2.514, 0.738)  -0.18
H (-3.081, 4.683, -2.278)  0.19
H (-3.656, 2.896, -2.543)  0.19
H (-3.182, 3.970, -3.956)  0.20
H (1.035, 2.027, -1.628)  0.28
H (-0.143, 3.162, -4.308)  0.18
H (-0.431, 0.128, -0.753)  0.25
H (-0.975, -0.077, -2.480)  0.22
H (1.475, -0.369, -3.199)  0.28
H (0.727, -1.742, -2.319)  0.25
H (1.669, 0.559, 1.694)  0.24
H (0.350, -0.118, 3.727)  0.22
H (-0.268, -1.377, 5.704)  0.17
H (-0.671, -2.953, 5.950)  0.20
H (0.957, -2.657, 5.230)  0.18
H (-0.105, -4.022, 2.059)  0.23
H (0.849, -3.175, -0.046)  0.23



This record from OMol25 describes 2 unconnected molecules or ions with the total composition H2N2O2. The level of theory is ωB97M-V/def2-TZVPD.

Output
Charge: -2
Energy above the lowest of the compared OMol25 structures with the same formula, charge and spin: 112.5 kcal/mol
E_tot: -260.8455 hartree
Frontier orbital gap (alpha / beta): 4.888 / 4.868 eV
E_LUMO (alpha / beta): 8.729 / 8.731 eV

Last column: natural (NBO) charge in e.
CARTESIAN COORDINATES (ANGSTROEM)
N (0.689, 0.449, -0.492)  -0.36
N (-0.957, -0.494, 0.034)  -0.33
O (1.063, 1.539, 0.282)  -0.87
O (-1.176, -1.549, -0.847)  -0.85
H (1.434, -0.310, -0.246)  0.21
H (-1.480, 0.452, -0.366)  0.20



This record from OMol25 describes a single C3H10NOP molecule. The level of theory is ωB97M-V/def2-TZVPD.

Output
Energy above the lowest of the compared OMol25 structures with the same formula, charge and spin: 92.6 kcal/mol
E_tot: -591.3907 hartree
Frontier orbital gap (alpha / beta): 5.368 / 6.044 eV
E_LUMO (alpha / beta): 0.778 / -2.805 eV
Spin multiplicity: 3

Last column: natural (NBO) charge in e.
CARTESIAN COORDINATES (ANGSTROEM)
C (-1.187, 0.894, 0.823)  0.09
C (-0.769, -0.878, -0.636)  -0.46
C (2.246, -0.146, 0.120)  -0.91
N (-0.572, 0.508, -0.453)  -0.77
O (-2.495, 0.572, 0.902)  -0.70
P (1.126, 1.143, -0.703)  0.86
H (-0.739, 0.503, 1.687)  0.13
H (-1.077, 2.019, 0.727)  0.17
H (-2.563, -0.306, 1.326)  0.47
H (-0.046, -1.237, -1.516)  0.19
H (-0.468, -1.482, 0.177)  0.18
H (-1.736, -0.906, -1.115)  0.23
H (1.903, -1.165, -0.326)  0.25
H (3.384, 0.108, -0.127)  0.25
H (2.016, -0.059, 1.091)  0.21
H (0.976, 0.432, -1.977)  -0.18